Density functional theory data (ωB97M-V/def2-TZVPD) for a cluster of 2 separate species, C4H11N3O2 in total in a non-equilibrium geometry.

Computed properties:
Energy relative to the best compared isomer or geometry (same formula, charge and spin)   23.5 kcal per mole
Highest occupied orbital energy   -8.9 eV
LUMO energy   0.799 eV
Charge   0
Calculated total energy   -12891.8099 eV
Structure (SMILES)   [H]/N=C(\N)NC.CC(=O)O

```
20
Properties=species:S:1:pos:R:3:forces:R:3
H 3.5074 2.4436 -1.2057 0.024 -0.076 -0.179
O 0.5767 2.2825 -0.1556 0.689 -0.165 -0.307
H 0.5449 -0.8045 0.6474 -0.032 0.197 0.127
C 2.4825 2.3408 -1.5774 0.961 -0.038 1.064
H -0.8980 -2.4530 -0.8894 -0.361 -0.056 -0.013
H 2.5397 1.6583 -2.4161 -0.268 0.262 -0.407
C -0.7751 -1.3645 -0.9215 0.732 -0.695 0.367
H -2.9920 -2.2716 1.5818 0.036 0.341 0.370
H 2.1264 3.3522 -1.7338 -0.366 -0.213 -0.549
H -2.3448 -0.2018 2.8925 -0.057 -0.643 0.205
H -1.7182 -2.9959 0.9273 0.565 0.007 -0.468
N -1.9831 -2.2421 1.5277 -0.660 0.112 -0.343
O 2.1471 0.7274 0.1914 0.376 -0.167 -0.332
C -1.4053 -0.9561 1.3641 0.129 -1.377 1.055
N -1.6569 -0.0340 2.1790 0.328 1.814 -0.476
H 0.0318 -1.2617 -1.6426 0.082 0.594 0.049
N -0.4261 -0.8053 0.3793 -0.615 -0.174 -0.709
C 1.7636 1.6708 -0.4513 -1.483 0.433 0.876
H 0.1608 1.8120 0.5896 0.030 -0.189 -0.129
H -1.6813 -0.8971 -1.2866 -0.113 0.033 -0.202
```
Positions in Å, forces in eV/Å.